The following is a DFT calculation (ωB97M-V/def2-TZVPD) of a cluster of 2 separate species, C6H12N2O in total.

CARTESIAN COORDINATES (ANGSTROEM)
C1 1.39803 1.57934 -0.28019
C2 0.99696 -0.58891 -1.40591
N1 0.70462 0.30786 -0.31157
C3 0.58554 -0.52185 1.18513
N2 0.93622 -0.05391 2.31459
H1 0.70168 0.92983 2.43153
H2 0.83572 -1.56043 0.94625
H3 2.40340 1.48744 0.13822
H4 1.46733 2.04566 -1.26924
H5 0.83183 2.25997 0.36066
H6 2.02755 -0.94811 -1.37458
H7 0.32412 -1.45876 -1.32224
H8 0.76199 -0.12216 -2.36865
C4 -1.37274 0.64535 -0.49018
C5 -1.53443 -0.33515 0.69304
C6 -1.93712 -1.60183 0.38050
O1 -1.85598 0.35921 -1.60882
H9 -1.40111 1.69523 -0.13971
H10 -1.76193 0.11409 1.65249
H11 -2.22046 -1.83205 -0.64416
H12 -1.89122 -2.40083 1.11281

Properties
Energy above the lowest of the compared OMol25 structures with the same formula, charge and spin (kcal per mole): 113.85
Total charge: 0
HOMO (hartree): -0.325
Orbital gap (eV): 8.72

The following is a DFT calculation (ωB97M-V/def2-TZVPD) of the ion C4H9N4O with charge +1.

CARTESIAN COORDINATES (ANGSTROEM)
C1 -2.46339 -0.01891 0.03606
C2 1.94122 -1.24435 0.79678
C3 -1.01764 2.12615 0.02954
C4 1.76079 -0.72815 -0.68052
N1 -2.21461 -1.28292 -0.08652
N2 -1.28079 -1.88891 -0.31486
N3 -0.30958 -0.03918 -0.49871
N4 -1.22265 0.72585 -0.16827
O1 0.89185 0.43171 -0.73604
H1 -3.35953 0.46128 0.33715
H2 2.10961 -0.52325 1.55250
H3 1.19656 -1.99437 1.00001
H4 2.96120 -1.70147 0.91220
H5 -0.50695 2.45271 0.95045
H6 -0.45739 2.48509 -0.73864
H7 -1.96207 2.62566 -0.21005
H8 1.20787 -1.48921 -1.21789
H9 2.72550 -0.39771 -0.96319

Properties
Energy above the lowest of the compared OMol25 structures with the same formula, charge and spin (kcal per mole): 154.92
Total charge: +1
HOMO (hartree): -0.507
Orbital gap (eV): 8.84

The following is a DFT calculation (ωB97M-V/def2-TZVPD) of a cluster of 3 separate species, C2H7N4 in total.

CARTESIAN COORDINATES (ANGSTROEM)
C1 0.47798 -0.59618 -0.68456
C2 0.96709 -0.11100 0.59483
N1 -0.84827 -0.38543 -0.70165
N2 -0.30962 0.16405 1.27513
N3 1.09311 -1.02909 -1.71390
N4 -1.24749 -0.09864 0.42476
H1 1.60974 -0.78692 1.31575
H2 1.55146 0.79509 0.60998
H3 -0.24773 0.69156 2.15186
H4 2.11421 -1.30906 -1.84032
H5 0.46496 -1.30936 -2.50915
H6 -2.51433 1.77886 0.20611
H7 -3.11110 2.19612 0.87117

Properties
Energy above the lowest of the compared OMol25 structures with the same formula, charge and spin (kcal per mole): 118.06
Total charge: +1
HOMO (hartree): -0.559
Orbital gap (eV): 9.69

The following is a DFT calculation (ωB97M-V/def2-TZVPD) of a cluster of 2 separate species, C8H16BFO6PS in total.

CARTESIAN COORDINATES (ANGSTROEM)
O1 5.83349 3.66863 0.87877
C1 5.00579 3.99349 0.07098
C2 3.90348 4.98709 0.31291
C3 2.59859 4.54590 -0.32578
C4 1.44262 5.51356 -0.16363
O2 0.30697 4.69636 -0.34652
B1 0.67461 3.50329 0.45157
F1 0.27572 3.62419 1.80101
P1 -0.34749 1.92707 -0.23437
S1 0.00777 0.12170 0.52162
O3 2.12103 3.36964 0.31864
H1 5.02125 3.54772 -0.94523
H2 4.22389 5.95749 -0.09438
H3 3.76502 5.07549 1.39750
H4 2.75160 4.28857 -1.38927
H5 1.47176 5.89732 0.87491
H6 1.44316 6.36823 -0.85354
H7 -1.70266 2.28111 -0.09936
H8 -0.24177 1.90353 -1.63906
C5 -2.30735 -7.34776 -0.45615
C6 -3.19068 -6.32692 -1.14087
O4 -3.61737 -5.29607 -0.24076
C7 -2.69916 -4.33956 -0.00050
O5 -1.60503 -4.29521 -0.49893
O6 -3.21500 -3.48803 0.86783
C8 -2.36156 -2.38066 1.23839
H9 -2.81287 -7.76098 0.41768
H10 -2.07998 -8.16359 -1.14384
H11 -1.37107 -6.89248 -0.13815
H12 -4.11734 -6.78250 -1.48782
H13 -2.68204 -5.87414 -1.99149
H14 -2.00307 -1.83183 0.37176
H15 -1.50939 -2.74629 1.80703
H16 -2.98293 -1.74436 1.85908

Properties
Total charge: -1
HOMO (hartree): -0.163
Orbital gap (eV): 7.13

The following is a DFT calculation (ωB97M-V/def2-TZVPD) of the ion C7H12NO with charge +1.

CARTESIAN COORDINATES (ANGSTROEM)
C1 -1.35650 0.04853 -1.99431
C2 0.42845 -1.40663 1.63941
C3 -0.39093 -0.18722 2.05106
C4 0.18369 -1.47842 0.14634
C5 -0.23745 0.79769 0.86791
C6 0.05125 0.18682 -1.63564
C7 0.58552 1.63344 -1.86200
N1 -0.29671 -0.05896 -0.27014
O1 -2.46789 0.00566 -1.96767
H1 1.56515 -1.15764 1.84873
H2 0.29974 -2.48173 2.10631
H3 -1.33671 -0.52178 2.24987
H4 0.01097 0.28602 2.96484
H5 1.12990 -1.68289 -0.40995
H6 -0.62832 -2.08897 -0.12992
H7 -1.06744 1.53880 1.01363
H8 0.69540 1.26046 0.97651
H9 0.77158 -0.61219 -2.15761
H10 1.05504 1.69242 -2.85573
H11 1.18003 1.84829 -0.94076
H12 -0.17477 2.37830 -1.64089

Properties
Energy above the lowest of the compared OMol25 structures with the same formula, charge and spin (kcal per mole): 67.09
Total charge: +1
HOMO (hartree): -0.512
Orbital gap (eV): 9.56

The following is a DFT calculation (ωB97M-V/def2-TZVPD) of a cluster of 8 separate species, C4H21NO9 in total.

CARTESIAN COORDINATES (ANGSTROEM)
C1 -1.09075 0.93083 -0.56669
N1 0.15485 0.47893 -0.32907
C2 1.68761 0.25945 -2.25639
C3 0.75809 -0.48083 -1.27114
C4 1.51060 -1.62207 -0.58494
O1 1.59771 -1.91094 0.57304
O2 -1.64002 1.63038 0.26974
H1 -1.70762 0.43362 -1.31509
H2 0.83888 0.93657 0.25315
H3 2.63316 -0.30035 -2.26358
H4 1.97257 1.25551 -1.94242
H5 1.27201 0.14844 -3.25084
H6 -0.00190 -1.09631 -1.75431
H7 2.11305 -2.11901 -1.36895
H8 -0.77666 -3.64130 -0.45477
H9 0.17054 -4.15713 -1.52714
O3 -0.23544 -3.34302 -1.20227
H10 -2.04261 1.26012 2.06291
H11 -1.73877 -0.20351 2.54049
O4 -1.72638 0.73012 2.81342
H12 -0.46829 -1.91298 3.10372
H13 -0.11214 -1.47634 1.58789
O5 -0.76498 -1.87344 2.19049
H14 -3.19159 -2.94439 0.96006
H15 -2.06371 -1.91236 0.63313
O6 -2.43713 -2.76209 0.41471
H16 0.41834 2.69940 -2.14602
H17 -0.66591 3.37426 -2.89196
O7 -0.46008 2.49975 -2.50588
H18 0.97323 3.70590 0.36050
H19 1.70514 2.75341 1.17183
O8 1.78873 3.22093 0.33020
H20 1.11116 2.06863 3.27721
H21 -0.22132 1.47228 2.64598
O9 0.63963 1.89754 2.44298

Properties
Energy above the lowest of the compared OMol25 structures with the same formula, charge and spin (kcal per mole): 45.15
Total charge: 0
HOMO (hartree): -0.356
Orbital gap (eV): 10.20

The following is a DFT calculation (ωB97M-V/def2-TZVPD) of an isolated molecule of CH3NOS.

CARTESIAN COORDINATES (ANGSTROEM)
C1 0.77188 -0.47066 0.07157
N1 -0.08818 0.50788 -0.08958
O1 -1.50134 0.52761 0.07898
S1 2.31216 -0.29175 -0.31639
H1 -1.80694 -0.59204 0.28958
H2 0.27711 1.53311 0.09511
H3 0.03531 -1.21414 -0.12926

Properties
Energy above the lowest of the compared OMol25 structures with the same formula, charge and spin (kcal per mole): 99.62
Total charge: 0
HOMO (hartree): -0.322
Orbital gap (eV): 8.83

The following is a DFT calculation (ωB97M-V/def2-TZVPD) of an isolated molecule of C6H10O.

CARTESIAN COORDINATES (ANGSTROEM)
C1 -2.02692 0.56532 1.83843
C2 -0.65772 0.45203 1.24647
C3 -0.49988 0.10043 -0.07108
C4 0.81455 -0.13867 -0.67869
C5 0.85273 -0.99673 -1.71914
O1 1.24867 -0.66614 -3.03235
C6 0.44168 0.58836 2.16753
H1 -2.28609 1.68213 2.06506
H2 -2.22273 0.01235 2.76318
H3 -2.77057 0.35329 0.98878
H4 -1.38780 -0.21155 -0.66017
H5 1.76929 -0.02737 -0.10815
H6 0.56494 -1.96521 -1.65812
H7 0.63662 0.14575 -3.18169
H8 1.36965 0.69684 1.64882
H9 0.36521 1.45897 2.88464
H10 0.42543 -0.24053 2.81534

Properties
Energy above the lowest of the compared OMol25 structures with the same formula, charge and spin (kcal per mole): 93.70
Total charge: 0
HOMO (hartree): -0.257
Orbital gap (eV): 6.78

The following is a DFT calculation (ωB97M-V/def2-TZVPD) of a cluster of 8 separate species, C26H73N5O8 in total.

CARTESIAN COORDINATES (ANGSTROEM)
C1 23.12811 -14.02671 22.59742
C2 24.02588 -13.65921 21.45279
C3 24.84137 -12.37161 21.79947
O1 25.63137 -12.60879 22.97326
C4 26.12769 -11.49458 23.68251
N1 24.86878 -14.75162 21.33560
H1 22.33513 -13.28131 22.53693
H2 23.62830 -13.94501 23.56244
H3 22.66197 -15.00405 22.47254
H4 23.29535 -13.61273 20.64515
H5 24.09254 -11.59364 21.94810
H6 25.58653 -12.06407 21.06581
H7 25.41258 -10.76289 24.05845
H8 26.84897 -10.95584 23.06802
H9 26.58452 -11.85436 24.60445
H10 25.57948 -14.33379 20.75212
H11 25.25408 -14.64863 22.26351
C5 29.21547 -3.88186 9.83737
C6 27.76368 -4.22276 10.40629
C7 27.61087 -5.63751 10.84604
O2 27.63430 -6.40875 9.69350
C8 27.88261 -7.84644 9.82900
N2 27.50218 -3.40352 11.60476
H12 29.58765 -4.71747 9.24463
H13 29.81573 -3.80631 10.74405
H14 29.25941 -2.97094 9.24038
H15 27.00453 -3.98444 9.66131
H16 26.68161 -5.86614 11.36786
H17 28.29456 -5.96957 11.62732
H18 28.94001 -8.06860 9.97276
H19 27.58629 -8.33212 8.89927
H20 27.51839 -8.20223 10.79277
H21 27.33262 -2.43355 11.38008
H22 26.64937 -3.77427 11.99894
C9 33.72401 -7.78192 14.76862
C10 33.33189 -8.48337 16.08839
C11 33.14763 -7.48239 17.23974
O3 34.44076 -7.36391 17.84444
C12 34.28026 -6.50991 18.95444
N3 32.07129 -9.14638 15.75927
H23 32.97014 -7.06358 14.44648
H24 34.05688 -8.49667 14.01601
H25 34.64951 -7.24739 14.98264
H26 34.06582 -9.20598 16.44513
H27 32.46426 -7.85472 18.00293
H28 32.77840 -6.54148 16.83175
H29 35.28485 -6.19521 19.23704
H30 33.73999 -7.02841 19.74650
H31 33.71168 -5.61134 18.71487
H32 31.61127 -9.45561 16.60357
H33 31.52091 -8.43385 15.30155
C13 20.42041 -17.78002 16.04864
C14 21.21750 -17.68142 17.34433
C15 21.22621 -18.90775 18.32306
O4 20.01034 -19.59888 18.44255
C16 19.10673 -18.74451 19.10889
N4 22.55109 -17.35505 16.97040
H34 20.38117 -16.91906 15.38132
H35 19.38235 -18.02244 16.27617
H36 20.80060 -18.59195 15.42870
H37 20.95764 -16.75842 17.86265
H38 21.64283 -18.64417 19.29519
H39 21.94581 -19.63799 17.95289
H40 19.50243 -18.46905 20.08646
H41 18.11473 -19.17215 19.25438
H42 18.97068 -17.86262 18.48289
H43 22.95038 -17.26493 17.89374
H44 23.03183 -18.13467 16.54474
C17 20.47213 -5.42340 19.74302
C18 21.77330 -5.53504 20.60042
C19 21.84545 -6.84762 21.40230
O5 20.86101 -6.86846 22.39692
C20 21.44572 -6.34802 23.64148
N5 22.83246 -5.65952 19.58185
H45 20.30738 -4.47209 19.23708
H46 19.67787 -5.58488 20.47184
H47 20.21839 -6.28004 19.11863
H48 21.94617 -4.68227 21.25693
H49 22.87864 -6.99053 21.71885
H50 21.47538 -7.70149 20.83480
H51 22.05246 -5.45451 23.49449
H52 22.05754 -7.12757 24.09544
H53 20.69337 -6.10853 24.39295
H54 22.70748 -4.91860 18.90694
H55 23.72027 -5.51075 20.03984
C21 28.18099 -14.19392 15.04173
C22 28.74559 -14.75716 16.30109
O6 28.79652 -13.81086 17.29773
H56 27.10117 -14.07212 15.12685
H57 28.37440 -14.79029 14.15009
H58 28.69037 -13.23321 14.96648
H59 29.81903 -14.94111 16.34581
H60 28.28621 -15.67764 16.66134
H61 29.42580 -14.08938 17.96707
C23 25.23060 -10.08170 15.18448
C24 24.16163 -10.54524 16.16374
O7 23.18403 -11.30229 15.51310
H62 25.56767 -10.91382 14.56636
H63 26.04300 -9.82169 15.86307
H64 24.97808 -9.18897 14.61229
H65 23.62365 -9.72537 16.63964
H66 24.70730 -11.21318 16.83023
H67 23.57521 -12.17896 15.51074
C25 17.59714 -7.74557 12.76578
C26 19.08956 -8.01688 13.31035
O8 19.01536 -9.38617 13.73143
H68 17.46556 -6.76091 12.31717
H69 16.95549 -7.70977 13.64617
H70 17.27533 -8.44489 11.99409
H71 19.38834 -7.44393 14.18816
H72 19.81731 -7.79882 12.52872
H73 19.91203 -9.61022 13.99103

Properties
Energy above the lowest of the compared OMol25 structures with the same formula, charge and spin (kcal per mole): 106.78
Total charge: 0
HOMO (hartree): -0.335
Orbital gap (eV): 9.42

The following is a DFT calculation (ωB97M-V/def2-TZVPD) of the ion C10H10N2O2P with charge -1.

CARTESIAN COORDINATES (ANGSTROEM)
C1 -3.34809 0.13070 -0.77571
C2 -2.25542 0.21300 -1.62611
C3 -3.23585 -0.52844 0.43738
C4 -1.05075 -0.36358 -1.26553
C5 -2.02749 -1.09949 0.79587
C6 3.49450 0.86784 -1.05677
C7 2.85277 1.62449 -0.11906
C8 -0.93631 -1.01253 -0.04950
C9 2.01900 -0.39601 -0.18609
C10 0.98809 1.12365 1.48195
N1 2.95828 -0.38352 -1.09728
N2 1.90986 0.80214 0.43590
O1 0.66825 -2.02579 1.92391
O2 0.68773 -3.16114 -0.37979
P1 0.56881 -1.93903 0.44220
H1 -4.29290 0.57732 -1.05999
H2 -2.35345 0.72504 -2.57527
H3 -4.09067 -0.59886 1.09828
H4 -0.18702 -0.32409 -1.91348
H5 -1.90611 -1.62056 1.73567
H6 4.29928 1.15251 -1.71226
H7 2.98779 2.64185 0.20033
H8 0.11460 1.65851 1.09222
H9 0.65991 0.19036 1.93624
H10 1.47518 1.74565 2.23690

Properties
Energy above the lowest of the compared OMol25 structures with the same formula, charge and spin (kcal per mole): 0.00
Total charge: -1
HOMO (hartree): -0.188
Orbital gap (eV): 8.43

The following is a DFT calculation (ωB97M-V/def2-TZVPD) of the ion C5H12NO with charge +1.

CARTESIAN COORDINATES (ANGSTROEM)
C1 -0.63709 0.67573 -2.16221
C2 -0.46434 1.48937 -0.90192
C3 0.33744 -0.05961 1.94539
C4 -0.59391 -0.85004 -0.25469
C5 0.29038 -1.18950 0.95617
N1 0.14405 0.19011 -1.04904
O1 1.60528 -1.20706 0.45827
H1 -1.61622 0.37103 -2.34888
H2 0.02251 0.90419 -3.01151
H3 0.18662 2.38601 -1.12456
H4 -1.24312 1.65677 -0.30578
H5 0.26180 0.85415 1.47750
H6 1.23253 -0.06079 2.60542
H7 -0.56982 0.03247 2.65974
H8 -1.43386 -0.45704 0.14143
H9 -0.79197 -1.56419 -0.92650
H10 -0.10140 -2.14227 1.54539
H11 1.07867 -0.12237 -0.82422
H12 2.29244 -0.90696 1.12000

Properties
Energy above the lowest of the compared OMol25 structures with the same formula, charge and spin (kcal per mole): 65.67
Total charge: +1
HOMO (hartree): -0.557
Orbital gap (eV): 12.46

The following is a DFT calculation (ωB97M-V/def2-TZVPD) of a structure of composition C12H30N2O4Rb.

CARTESIAN COORDINATES (ANGSTROEM)
Rb1 -6.20885 9.02356 -10.74896
C1 -9.06341 11.62475 -11.71866
O1 -8.55057 11.06532 -10.49083
C2 -9.38704 10.53259 -9.52871
C3 -9.54066 8.96950 -9.70696
N1 -8.43834 8.28309 -9.03037
C4 -8.35642 6.91205 -9.25890
C5 -7.30116 6.30851 -8.26947
O2 -6.04651 6.66235 -8.72481
C6 -4.96315 6.30928 -7.93567
H1 -8.31034 12.13775 -12.31682
H2 -9.64444 12.50887 -11.45631
H3 -9.70929 11.02214 -12.35726
H4 -10.37548 10.98936 -9.57817
H5 -8.96470 10.76007 -8.54995
H6 -9.49145 8.84047 -10.78817
H7 -10.49694 8.59636 -9.34036
H8 -8.82398 8.45284 -8.11245
H9 -8.17398 6.63482 -10.29716
H10 -9.28222 6.46076 -8.90207
H11 -7.50234 5.24565 -8.40342
H12 -7.57362 6.51508 -7.23449
H13 -4.62733 5.27681 -8.03237
H14 -4.92114 6.63842 -6.89740
H15 -4.02693 6.66425 -8.36647
C7 -6.80304 15.84384 -7.90099
O3 -5.83348 15.28117 -8.83428
C8 -6.15749 15.47198 -10.16542
C9 -5.22218 14.94952 -11.27942
N2 -5.33081 13.48401 -11.37780
C10 -4.48302 12.95887 -12.47401
C11 -4.40205 11.40668 -12.71033
O4 -3.86808 10.66876 -11.51897
C12 -2.46177 10.51057 -11.27597
H16 -7.78215 15.40420 -8.09121
H17 -6.89848 16.92400 -7.79034
H18 -6.54033 15.59521 -6.87276
H19 -5.83109 16.50778 -10.25855
H20 -7.23546 15.46839 -10.32692
H21 -4.21122 15.34227 -11.17073
H22 -5.58129 15.44375 -12.18213
H23 -5.03788 12.97354 -10.55701
H24 -3.51772 13.46453 -12.44915
H25 -4.84445 13.44857 -13.37826
H26 -3.77246 11.21015 -13.57814
H27 -5.41371 11.07276 -12.94083
H28 -2.42074 10.46204 -10.18782
H29 -1.96260 11.39037 -11.68202
H30 -1.94082 9.69780 -11.78204

Properties
2S+1: 2
Energy above the lowest of the compared OMol25 structures with the same formula, charge and spin (kcal per mole): 26.72
Total charge: 0
HOMO (spin up / spin down) (hartree): -0.080 / -0.330
Orbital gap (spin up / spin down) (eV): 2.40 / 9.17

| no. | F_max (hartree/bohr) |
| --- | --- |
| 1 | 0.0903 |
| 2 | 0.0627 |
| 3 | 0.1073 |
| 4 | 0.0125 |
| 5 | 0.0655 |
| 6 | 0.0577 |
| 7 | 0.1247 |
| 8 | 0.0701 |
| 9 | 0.0706 |
| 10 | 0.0713 |
| 11 | 0.1351 |
| 12 | 0.0691 |